Arrangement one

The following is a quantum chemistry calculation of 14 unconnected molecules or ions with the total composition C5H39N2O14, from the Open Molecules 2025 dataset.

Values from the calculation:
Total charge   0
Lowest unoccupied orbital energy (alpha / beta)   -0.3 / -5.2 eV
Multiplicity   2
⟨S²⟩   0.755

The geometry in XYZ format:
```
60
C5H39N2O14 ωB97M-V/def2-TZVPD
C 0.1589 0.5150 -0.5072
N -0.9517 1.1309 0.1697
C -0.6326 2.0614 1.3588
C -0.1749 -0.9646 -0.9013
C 0.8459 -1.4495 -2.0271
N -0.0816 -1.8548 0.3353
C -0.5629 -3.2212 0.4345
O -0.1650 -3.9801 -0.7879
H 1.1680 0.6243 0.0719
H 0.3647 0.8365 -1.6374
H -1.5876 0.3290 0.5020
H -1.4753 2.7468 1.5081
H 0.3723 2.4210 1.2208
H -0.7177 1.3742 2.1758
H -1.2618 -0.9614 -1.1842
H 0.3975 -1.4177 -2.9878
H 0.8432 -2.4957 -2.0429
H 1.9601 -1.1273 -1.8821
H 3.0144 -1.9243 1.2730
H -1.6124 -3.4049 0.3821
H -0.0594 -3.7913 1.2178
H 0.7374 -4.2241 -0.9697
H 3.7399 -0.9650 0.3113
O 3.5084 -1.9901 0.4208
H -0.8922 -3.5044 -2.3931
H -1.7846 -2.5143 -3.2473
O -1.2835 -3.3973 -3.2911
H 0.8875 -0.2690 3.5914
H 1.4207 -1.8205 2.6847
O 0.4201 -0.5131 2.8742
H -0.4159 4.0135 -0.7842
H 0.4661 3.0940 -0.3176
O 0.5488 3.9990 -0.6429
H -2.2264 1.9751 -0.5553
H -3.4814 2.9134 -0.6989
O -2.6014 2.7291 -1.0515
H 2.1784 2.0429 -2.1513
H 2.2763 0.8530 -3.0560
O 2.5958 1.2454 -2.2284
H 0.7156 3.3118 -2.3785
H -0.6780 2.5194 -2.3850
O 0.2337 2.6152 -2.8687
H -0.8888 -0.4422 2.6355
H -1.8918 -1.5012 1.9527
O -1.9224 -0.6658 2.5307
H 2.9509 1.2329 2.1811
H 1.2742 0.5221 2.1431
O 2.0497 1.3567 2.0393
H -3.5240 -0.1629 -0.8821
H -2.9998 -1.1804 -2.0111
O -3.7775 -0.9363 -1.3688
H -2.8765 0.5055 2.4586
H -4.2526 0.3982 2.1623
O -3.6440 1.1378 2.2455
H 1.9724 -3.0278 2.0911
H 0.8398 -1.6201 0.8136
O 2.2054 -2.3667 2.6215
H 2.7238 2.6932 -0.1643
H 2.5038 3.5086 1.0609
O 2.9875 3.4986 0.2085
```

Arrangement two

The following is a quantum chemistry calculation of 14 unconnected molecules or ions with the total composition C5H39N2O14, from the Open Molecules 2025 dataset.

Values from the calculation:
Total charge   0
Lowest unoccupied orbital energy (alpha / beta)   0.0 / -0.1 eV
Multiplicity   2
⟨S²⟩   0.753

The geometry in XYZ format:
```
60
C5H39N2O14 ωB97M-V/def2-TZVPD
C 0.4674 1.0477 -0.5877
N -0.7879 0.9340 0.1007
C -1.7598 2.0765 -0.1000
C -3.1148 1.6199 -0.4956
O -3.3163 0.8783 -1.5483
C 1.4254 -0.1580 -0.4043
N 1.0612 -1.0385 -1.5389
C 1.6412 -0.5165 -2.7971
H 0.8612 2.0113 -0.2188
H 0.4512 1.3295 -1.6502
H -1.2508 0.0650 -0.1651
H -1.4565 2.7327 -0.9422
H -1.7496 2.5158 0.8924
H -3.9686 1.8774 0.1525
H 1.3332 -0.5831 0.5859
H 2.3439 0.4076 -0.5374
H 0.0587 -1.0347 -1.7841
H 1.4406 -1.9660 -1.4516
H 1.6392 -1.2259 -3.6283
H 1.1941 0.3784 -3.2102
H 2.7328 -0.5569 -2.8500
H -1.9477 0.0736 -4.4375
H -2.4210 0.4479 -2.9368
O -1.6348 0.3039 -3.5620
H -2.7023 -2.3926 -2.2438
H -1.9373 -2.4567 -0.8981
O -1.8150 -2.3606 -1.8732
H -3.5197 -2.2665 0.6172
H -2.3387 -2.7281 1.4543
O -2.6505 -2.6232 0.5185
H 0.9977 4.4253 0.7523
H -0.4653 4.5836 0.3210
O 0.1088 4.2717 1.0620
H -0.1070 -0.6405 4.9406
H 1.1498 -1.3400 4.3383
O 0.2296 -1.0067 4.1056
H -0.0653 -3.6918 -0.0559
H -0.1827 -2.8195 1.2605
O 0.0595 -2.8278 0.3396
H 1.1608 0.4783 3.2750
H 1.2220 1.9358 3.3702
O 1.8115 1.1617 3.4195
H 1.8134 4.1934 -2.4989
H 0.4092 3.9923 -2.4707
O 1.0642 4.5862 -2.0415
H 2.7061 -2.0521 5.0743
H 2.9146 -0.9576 3.9552
O 2.6675 -1.8854 4.1139
H -1.8476 -2.3123 3.9823
H -0.8031 -2.6500 3.0783
O -1.7329 -2.8856 3.2233
H -0.4491 2.1635 -3.8250
H 0.9697 1.9074 -4.3212
O 0.4623 2.3455 -3.5855
H 0.5265 -3.8269 -3.6989
H -0.2235 -3.2125 -2.5840
O 0.6736 -3.2161 -2.9747
H 3.9772 1.0594 4.1157
H 4.0974 0.3014 2.6909
O 4.2417 0.2677 3.6146
```

arrangement two (338.8 kJ/mol below the next structure)

Arrangement one

The following is a quantum chemistry calculation of a gas-phase ion, C6H8NO (charge +1), from the Open Molecules 2025 dataset.

Values from the calculation:
Total charge   +1
Lowest unoccupied orbital energy   -4.3 eV

The geometry in XYZ format:
```
16
C6H8NO ωB97M-V/def2-TZVPD
C -1.8542 -0.1564 0.2239
C -1.2825 1.1471 -0.1338
C -1.0401 -1.1718 0.5861
C -0.0294 1.5504 -0.0461
C 0.4048 -1.0548 0.4255
C 0.9835 0.2282 0.1436
N 0.9612 -0.7082 -0.9771
O 2.2376 0.5449 0.4473
H -2.8869 -0.3121 0.1616
H -2.1656 1.8567 -0.3743
H -1.3830 -2.0786 0.9940
H 0.4503 2.3853 -0.3740
H 1.0675 -1.7548 0.8415
H 1.7454 -1.1268 -1.3317
H 0.2076 -0.5749 -1.7546
H 2.5837 1.2257 1.1681
```

Arrangement two

The following is a quantum chemistry calculation of a gas-phase ion, C6H8NO (charge +1), from the Open Molecules 2025 dataset.

Values from the calculation:
Total charge   +1
Lowest unoccupied orbital energy (alpha / beta)   -5.0 / -5.0 eV

The geometry in XYZ format:
```
16
C6H8NO ωB97M-V/def2-TZVPD
C 0.0491 1.6055 -0.1941
C 1.3106 1.4075 0.2631
C -1.1199 0.7976 -0.3128
C 1.8863 0.1116 0.5018
C 0.7892 -1.9061 -0.4027
C -1.4701 -0.2729 0.3854
N 1.3759 -1.0042 0.2167
O -2.5366 -0.9945 0.1745
H -0.1512 2.5692 -0.4978
H 1.9484 2.2788 0.4059
H -1.8358 1.1036 -0.9859
H 2.9191 0.0674 0.8947
H 1.0029 -2.1735 -1.3952
H -0.1204 -2.3655 0.2857
H -0.9771 -0.6695 1.3293
H -3.0704 -0.5548 -0.6685
```

arrangement one (46.2 kJ/mol below the next structure)

Arrangement one

The following is a quantum chemistry calculation of 2 unconnected molecules or ions with the total composition C3H2N2O, from the Open Molecules 2025 dataset.

Values from the calculation:
Total charge   0
Lowest unoccupied orbital energy (alpha / beta)   -1.2 / -0.9 eV

The geometry in XYZ format:
```
8
C3H2N2O ωB97M-V/def2-TZVPD
C 1.1740 -1.0409 -0.4501
C -0.4926 0.5442 1.0868
C 0.2387 -0.3118 0.1830
N 1.8706 -1.3874 -1.2897
N -1.1644 -0.2580 0.2283
O -0.6158 1.4615 1.7949
H 0.9511 1.3711 -1.1628
H -1.9615 -0.3787 -0.3906
```

Arrangement two

The following is a quantum chemistry calculation of a single C3H2N2O molecule, from the Open Molecules 2025 dataset.

Values from the calculation:
Total charge   0
Lowest unoccupied orbital energy   -0.1 eV

The geometry in XYZ format:
```
8
C3H2N2O ωB97M-V/def2-TZVPD
O -1.2908 -0.3406 0.6901
C -0.1854 -0.0634 -0.1235
C -0.1552 1.3756 -0.4756
N -0.2340 2.4631 -0.8620
C 1.0950 -0.7096 0.1913
N 1.9694 -1.4573 0.0681
H -1.0421 -0.6162 1.5833
H -0.1570 -0.6516 -1.0717
```

Arrangement three

The following is a quantum chemistry calculation of a single C3H2N2O molecule, from the Open Molecules 2025 dataset.

Values from the calculation:
Total charge   0
Lowest unoccupied orbital energy   -1.4 eV

The geometry in XYZ format:
```
8
C3H2N2O ωB97M-V/def2-TZVPD
C 0.1947 -0.2393 0.7548
C 1.0905 -0.0041 -0.4911
C -1.1100 0.1212 0.1948
H 2.1485 0.0286 -0.5755
H -1.9638 0.1146 0.8506
N 0.4162 0.2566 -1.5489
N -1.0626 0.4133 -1.0142
O 0.4111 -0.5123 1.8645
```

arrangement two (62.7 kJ/mol below the next structure)

Arrangement one

The following is a quantum chemistry calculation of 5 unconnected molecules or ions with the total composition C2H14O4S, from the Open Molecules 2025 dataset.

Values from the calculation:
Total charge   0
Lowest unoccupied orbital energy   0.4 eV

The geometry in XYZ format:
```
21
C2H14O4S ωB97M-V/def2-TZVPD
C 1.6876 -0.2550 -0.3545
S 0.9131 1.4560 -0.4028
C 2.0892 2.1036 -1.5869
H 2.0652 -0.2938 -1.4336
H 0.9106 -0.9341 -0.2207
H 2.5519 -0.3102 0.3787
H 3.0857 2.0425 -1.4043
H 1.8591 1.4262 -2.5089
H 1.6155 3.0296 -1.8844
H 1.0824 0.9205 3.3101
H -0.4721 0.8355 3.2483
O 0.3100 0.9418 3.7627
H -2.2131 0.8012 -2.8826
H -2.9966 -0.4085 -2.1464
O -3.0140 0.5443 -2.2611
H -1.0205 -3.6131 -0.3289
H 0.2976 -3.7335 0.1503
O -0.2188 -3.0908 -0.3921
H -2.6773 -1.0687 2.7172
H -3.1598 0.2123 2.2294
O -2.6955 -0.6058 2.0105
```

Arrangement two

The following is a quantum chemistry calculation of 5 unconnected molecules or ions with the total composition C2H14O4S, from the Open Molecules 2025 dataset.

Values from the calculation:
Total charge   0
Lowest unoccupied orbital energy   0.3 eV

The geometry in XYZ format:
```
21
C2H14O4S ωB97M-V/def2-TZVPD
C -1.3100 -0.7424 2.8016
S 0.3175 -0.1510 2.1873
C -0.2110 -0.1651 0.3862
H -2.1173 -0.4554 2.0833
H -1.4945 -0.3188 3.7667
H -1.2749 -1.8326 2.7942
H -0.7308 0.7269 0.1015
H 0.7711 -0.2168 -0.0685
H -0.7175 -1.1173 0.3518
H 1.1269 -2.9926 -1.0937
H 0.5629 -2.7711 -2.4703
O 0.6744 -2.3272 -1.6228
H 0.6440 1.4717 -2.1202
H 1.3026 0.0176 -2.1738
O 1.4588 0.9715 -2.2166
H -2.6472 1.5928 -0.5978
H -2.0769 2.9052 -0.7056
O -2.3904 2.2068 -1.3013
H 3.3146 0.5801 -0.0636
H 2.0485 1.3628 -0.3593
O 2.7493 1.2548 0.3208
```

arrangement two (132.2 kJ/mol below the next structure)